--- i ---
This record from OMol25 describes C6H9NO in the gas phase. The level of theory is ωB97M-V with the def2-TZVPD basis set.

Its frontier orbital gap is 0.3602 Ha. The calculation puts the HOMO energy at -8.9 eV. As for the SMILES: C=N/C=C/CCC=O. The total charge is 0. Its multiplicity is 1.

Element x y z (Å)
H  -0.453  -1.033  -0.524
O  -0.295  2.394  -3.125
C  0.287  -0.529  0.093
H  1.521  -0.761  1.799
H  -1.595  -1.500  2.440
H  -1.117  0.592  -2.567
C  -0.932  -2.379  2.353
H  -0.974  1.813  -0.239
H  1.467  0.401  -1.366
H  -1.168  -3.398  2.691
N  0.158  -2.307  1.722
H  1.740  1.015  0.201
C  -0.579  1.528  -2.327
C  -0.089  1.794  -0.904
H  0.429  2.740  -1.008
C  0.920  0.741  -0.458
C  0.681  -1.113  1.220

Atomic partial charges in e from the Löwdin method, atoms 1 to 6:
1 H 0.1076
2 O 0.0401
3 C -0.1121
4 H 0.1134
5 H 0.0860
6 H 0.1263

=====

--- ii ---
This record from OMol25 describes a molecular structure, C6H9NO. The level of theory is ωB97M-V with the def2-TZVPD basis set.

Its frontier orbital gap is 0.2882 Ha. The calculation puts the HOMO energy at -8.0 eV. The total charge is 0. Its multiplicity is 1.

Element x y z (Å)
H  0.959  1.668  -2.398
C  1.018  0.188  1.740
C  0.301  0.118  0.440
H  2.051  0.511  1.585
N  -1.989  -0.513  -1.630
C  -1.423  -0.563  0.907
H  0.515  0.887  2.412
H  -2.013  -1.394  2.948
O  -0.975  0.146  -2.003
H  1.727  0.088  -2.468
H  -1.972  -0.472  -0.165
H  -1.760  -1.532  -1.698
C  0.532  0.417  -0.757
C  1.444  0.899  -1.796
H  1.014  -0.791  2.226
C  -1.777  -0.981  1.998
H  2.346  1.325  -1.341

Atomic partial charges in e from the Löwdin method, atoms 1 to 6:
1 H 0.0833
2 C -0.0790
3 C -0.1626
4 H 0.0807
5 N -0.0501
6 C -0.1301

=====

--- iii ---
This record from OMol25 describes C6H9NO in the gas phase. The level of theory is ωB97M-V with the def2-TZVPD basis set.

Its frontier orbital gap (spin up / spin down) is 0.2559 / 0.2560 Ha. The calculation puts the HOMO energy (spin up / spin down) at -8.1 / -8.1 eV. The total charge is 0. Its multiplicity is 1.

Element x y z (Å)
C  1.053  1.741  -0.146
N  -1.521  -0.977  -0.389
H  1.056  -0.072  1.517
H  0.720  -2.464  -0.428
H  1.030  1.692  0.946
H  0.974  2.686  -0.619
C  1.044  -1.547  -0.197
H  -0.492  1.214  -1.513
H  2.008  -1.286  -0.679
C  0.649  -0.958  1.050
C  -2.510  -0.197  -0.112
C  -0.201  -0.472  -0.169
H  -3.467  -0.898  -0.064
H  2.021  1.401  -0.297
O  -2.473  0.995  0.132
C  -0.017  0.829  -0.645
H  0.124  -1.688  1.613

Atomic partial charges in e from the Löwdin method, atoms 1 to 6:
1 C -0.0332
2 N 0.0351
3 H 0.0987
4 H 0.0674
5 H 0.0928
6 H 0.0792

=====

Last place for stability: ii

=====

--- i ---
This record from OMol25 describes 2 unconnected molecules or ions with the total composition C6H9NO. The level of theory is ωB97M-V with the def2-TZVPD basis set.

Its frontier orbital gap is 0.3718 Ha. The calculation puts the HOMO energy at -9.5 eV. As for the SMILES: c1ccncc1.CO. The total charge is 0. Its multiplicity is 1.

Element x y z (Å)
C  1.337  1.331  -0.069
C  -2.925  -0.573  0.092
H  -0.488  0.642  -0.468
H  -1.797  -0.523  -0.062
H  0.262  -1.722  -0.696
C  0.996  -0.940  -0.266
C  2.321  -1.158  0.067
O  -3.416  0.673  -0.142
H  -3.168  -0.909  1.172
H  1.012  2.333  0.045
N  3.175  -0.158  0.072
H  -3.341  1.091  0.836
H  2.678  -2.097  0.403
C  0.490  0.341  -0.300
C  2.726  1.002  -0.013
H  3.324  1.961  0.084
H  -3.187  -1.293  -0.754

Atomic partial charges in e from the Löwdin method, atoms 1 to 6:
1 C -0.0663
2 C -0.2492
3 H 0.0690
4 H 0.0362
5 H 0.1348
6 C -0.0655

=====

--- ii ---
This record from OMol25 describes C6H9NO in the gas phase. The level of theory is ωB97M-V with the def2-TZVPD basis set.

Its frontier orbital gap is 0.3531 Ha. The calculation puts the HOMO energy at -8.8 eV. As for the SMILES: C=C/N=C(/O)C(=C)C. The total charge is 0. Its multiplicity is 1.

Element x y z (Å)
C  0.541  1.604  1.008
H  0.214  1.653  3.087
H  0.445  -1.657  -2.441
C  0.740  -0.641  0.140
C  0.289  2.209  2.162
H  0.627  2.175  0.091
C  -0.451  -0.664  -0.769
H  2.208  -1.687  0.704
N  1.115  0.278  0.921
C  -0.444  -1.743  -1.810
H  -2.344  0.195  -1.203
H  -0.409  -2.720  -1.319
H  0.123  3.268  2.216
H  -1.340  -1.690  -2.429
O  1.455  -1.785  0.102
C  -1.430  0.216  -0.634
H  -1.341  0.990  0.171

Atomic partial charges in e from the Löwdin method, atoms 1 to 6:
1 C -0.2617
2 H 0.0557
3 H 0.0887
4 C -0.3881
5 C -0.0022
6 H 0.1103

=====

--- iii ---
This record from OMol25 describes a molecular structure, C6H9NO. The level of theory is ωB97M-V with the def2-TZVPD basis set.

Its frontier orbital gap is 0.3726 Ha. The calculation puts the HOMO energy at -9.2 eV. The total charge is 0. Its multiplicity is 1.

Element x y z (Å)
H  1.108  0.767  -2.279
H  1.513  0.115  0.759
H  0.872  2.340  -1.290
H  -0.941  -2.617  0.711
C  0.358  1.482  -1.671
H  -0.521  1.893  -2.320
C  -0.245  -0.468  1.771
C  0.455  -1.032  -0.467
N  1.464  -0.135  -0.185
C  0.076  0.420  -0.438
C  -0.627  -1.504  0.693
C  -0.938  0.427  0.678
O  -1.780  -0.714  0.171
H  -1.331  1.385  0.806
H  0.592  -1.429  -1.593
H  0.861  -0.184  2.046
H  -0.915  -0.743  2.607

Atomic partial charges in e from the Löwdin method, atoms 1 to 6:
1 H 0.1071
2 H 0.0339
3 H 0.0330
4 H 0.1664
5 C -0.0097
6 H 0.0841

=====

Last place for stability: iii

=====

--- i ---
This record from OMol25 describes a molecular structure, C6H9NO. The level of theory is ωB97M-V with the def2-TZVPD basis set.

Its frontier orbital gap is 0.3270 Ha. The calculation puts the HOMO energy at -8.2 eV. The total charge is 0. Its multiplicity is 1.

Element x y z (Å)
H  0.836  1.629  1.813
H  -2.874  -0.947  -0.829
H  1.394  -2.345  -0.278
H  -1.118  -2.465  1.231
C  -1.481  0.850  -0.493
C  0.537  1.874  0.484
N  -0.163  0.677  -0.022
H  0.071  -0.346  1.713
C  0.251  -0.475  0.586
H  -1.181  1.176  -1.663
C  -1.113  -1.375  0.494
H  1.597  1.830  -0.232
O  2.273  -0.371  -0.634
H  -2.056  1.611  0.195
C  -1.890  -0.682  -0.456
H  -0.183  2.790  0.018
C  1.441  -0.975  -0.072

Atomic partial charges in e from the Löwdin method, atoms 1 to 6:
1 H 0.1616
2 H 0.0750
3 H 0.1781
4 H 0.1842
5 C -0.1939
6 C -0.0806

=====

--- ii ---
This record from OMol25 describes C6H9NO in the gas phase. The level of theory is ωB97M-V with the def2-TZVPD basis set.

Its frontier orbital gap is 0.3679 Ha. The calculation puts the HOMO energy at -9.1 eV. As for the SMILES: O=C1C[C@H]2CCCN12. The total charge is 0. Its multiplicity is 1.

Element x y z (Å)
H  2.417  0.954  -0.359
H  0.700  -0.725  1.505
H  -1.444  1.784  1.194
H  1.587  -0.958  -1.468
H  2.488  -1.057  0.891
H  0.461  1.701  -1.449
O  -1.988  -1.036  0.508
H  0.746  -2.370  -0.486
C  -1.067  1.442  0.148
C  1.435  -0.648  0.680
C  1.559  0.864  0.461
H  1.552  1.453  1.445
C  0.375  1.073  -0.515
N  -0.239  -0.370  -0.792
C  0.920  -1.233  -0.533
C  -1.410  -0.132  -0.075
H  -1.808  1.896  -0.795

Atomic partial charges in e from the Löwdin method, atoms 1 to 6:
1 H 0.1445
2 H 0.1277
3 H 0.1253
4 H 0.1549
5 H 0.1394
6 H 0.1361

=====

--- iii ---
This record from OMol25 describes a molecular structure, C6H9NO. The level of theory is ωB97M-V with the def2-TZVPD basis set.

Its frontier orbital gap is 0.3626 Ha. The calculation puts the HOMO energy at -9.0 eV. The total charge is 0. Its multiplicity is 1.

Element x y z (Å)
H  -1.431  2.069  1.296
C  -0.726  -0.959  0.292
H  -1.337  -1.628  0.855
C  -1.421  -0.036  -0.684
C  1.193  -0.205  -1.138
H  1.244  1.755  0.271
H  0.869  -0.136  -2.223
H  -1.062  0.193  -1.742
H  0.904  -0.031  1.921
H  2.236  0.145  -1.196
C  -0.643  0.641  0.463
N  1.435  -0.287  0.960
O  -1.377  1.209  1.618
C  0.789  -1.208  0.021
H  -2.584  0.063  -0.886
C  0.817  0.714  0.080
H  1.095  -2.299  0.093

Atomic partial charges in e from the Löwdin method, atoms 1 to 6:
1 H 0.0467
2 C -0.1132
3 H 0.1262
4 C -0.0768
5 C -0.0480
6 H 0.1594

=====

Last place for stability: i

=====

--- i ---
This record from OMol25 describes a molecular structure, C6H9NO. The level of theory is ωB97M-V with the def2-TZVPD basis set.

Its frontier orbital gap is 0.3748 Ha. The calculation puts the HOMO energy at -9.2 eV. The total charge is 0. Its multiplicity is 1.

Element x y z (Å)
H  -2.066  0.833  0.259
H  1.869  -0.904  1.443
C  -0.155  0.953  -0.537
H  1.211  1.810  0.901
H  -0.345  1.811  -1.111
H  -1.963  0.056  -1.197
C  0.252  -1.203  -0.052
C  1.144  -0.443  0.756
H  -0.258  1.144  1.685
C  0.479  0.885  0.853
H  0.587  -0.393  -2.163
O  1.985  -0.112  -0.511
N  -1.156  -1.098  0.198
H  -1.304  -1.042  1.192
C  -1.473  0.220  -0.332
C  0.711  -0.233  -1.117
H  0.482  -2.284  -0.267

Atomic partial charges in e from the Löwdin method, atoms 1 to 6:
1 H 0.1009
2 H 0.1622
3 C -0.1841
4 H 0.1586
5 H 0.1287
6 H 0.0803

=====

--- ii ---
This record from OMol25 describes C6H9NO in the gas phase. The level of theory is ωB97M-V with the def2-TZVPD basis set.

Its frontier orbital gap is 0.3618 Ha. The calculation puts the HOMO energy at -8.9 eV. As for the SMILES: C1=C[C@H]2COC[C@@H]1N2. The total charge is 0. Its multiplicity is 1.

Element x y z (Å)
C  -0.095  1.403  0.580
H  2.364  -0.694  0.095
H  -0.922  -0.791  1.382
H  -1.021  0.827  -2.209
H  -0.394  1.744  1.721
H  0.539  -1.207  -2.342
C  0.223  -1.280  -0.025
C  -1.125  0.411  0.001
C  1.382  -0.367  0.559
H  1.615  -0.494  1.686
C  -0.163  -0.996  -1.495
H  -2.069  1.001  0.383
N  -1.129  -0.954  0.530
H  0.510  -2.330  0.069
C  -0.828  0.185  -1.397
H  -0.043  2.577  0.221
O  1.155  0.965  0.240

Atomic partial charges in e from the Löwdin method, atoms 1 to 6:
1 C -0.2268
2 H 0.1369
3 H 0.0101
4 H 0.1009
5 H 0.1549
6 H 0.1195

=====

--- iii ---
This record from OMol25 describes C6H9NO in the gas phase. The level of theory is ωB97M-V with the def2-TZVPD basis set.

Its frontier orbital gap is 0.3477 Ha. The calculation puts the HOMO energy at -8.5 eV. As for the SMILES: C=C1CO[C@@H]2C[C@@]12N. The total charge is 0. Its multiplicity is 1.

Element x y z (Å)
C  2.018  -0.835  -0.238
C  -0.936  0.488  -0.811
H  -0.340  0.544  -1.763
C  0.681  1.387  0.168
O  -0.705  1.637  -0.056
H  1.219  1.896  -0.670
H  -1.652  -1.263  -1.751
C  -1.696  -0.831  -0.778
H  0.983  1.724  1.201
C  -0.505  -0.663  0.125
H  2.929  -0.267  -0.378
H  -1.245  0.569  1.654
H  2.061  -1.937  -0.257
C  0.893  -0.250  0.030
H  -0.152  -0.659  2.122
N  -0.999  -0.470  1.536
H  -2.556  -1.071  -0.136

Atomic partial charges in e from the Löwdin method, atoms 1 to 6:
1 C 0.0458
2 C -0.2673
3 H 0.1677
4 C -0.1166
5 O -0.1017
6 H 0.1307

=====

Last place for stability: iii